A molecular structure, C23H33EuN2O2P2 at a distorted geometry, computed with wB97M-V/def2-TZVPD.

Results
⟨S²⟩   12.04
Strongest force on any atom   3.8 eV Å⁻¹
LUMO (spin up / spin down)   -6.761 / -6.710 eV
Molar mass   583.44 g mol⁻¹

```
! wB97M-V def2-TZVPD RIJCOSX def2/J DEFGRID3
* xyz 2 7
Eu 0.3249 1.4222 -0.6364
P 2.3685 -1.3661 -0.1797
C 2.2517 -2.0654 -1.8257
C 1.0786 -1.9857 -2.6102
N -0.0722 -1.2989 -2.1959
C -1.2638 -1.6778 -2.7600
C -1.3110 -2.6730 -3.7287
C -0.1493 -3.2194 -4.2259
C 1.0774 -2.8205 -3.7592
C -2.5667 -1.0828 -2.2845
P -2.5180 0.5071 -1.3656
H 2.0316 -3.1846 -4.1200
H -2.2687 -2.9660 -4.0586
H -0.1824 -3.9767 -4.9929
H -3.2122 -0.9899 -3.1603
H -3.0563 -1.8375 -1.6398
H 2.7066 1.3504 -3.5430
H 3.1727 -2.0024 -2.4548
H -0.5474 4.6867 -2.5881
O 3.2088 1.3888 -2.7134
H 3.4869 2.2971 -2.6337
H 0.0794 2.8007 0.9965
O -1.0733 3.9359 -2.2949
H -1.3180 4.2221 -1.3884
C -2.8622 1.6007 -2.8005
H -3.8974 1.4809 -3.1599
H -2.6993 2.6463 -2.5004
H -2.1588 1.3738 -3.6146
C -4.2091 0.5228 -0.6238
H -4.2146 1.3176 0.1395
H -5.0045 0.7458 -1.3529
H -4.4426 -0.4297 -0.1266
C 2.1910 -3.1190 0.3783
H 3.1829 -3.5664 0.2456
H 1.8538 -3.2170 1.4039
H 1.4711 -3.6086 -0.2967
C 4.1703 -1.0399 0.0273
H 4.3289 -0.7493 1.0802
H 4.7471 -1.9452 -0.1787
H 4.4903 -0.2102 -0.6109
C 0.0192 4.7098 3.1217
C 0.8027 4.3926 2.0542
C 0.8772 2.9814 1.6800
C 0.3924 1.8969 2.6257
C -0.3901 2.3362 3.7020
C -0.5837 3.6983 3.9250
N 0.2341 0.7008 2.0017
C 0.0013 -0.4822 2.6762
C 0.5022 -0.6392 3.9962
C 0.4284 -1.8865 4.6166
C -0.1923 -2.9590 3.9791
C -0.7561 -2.7939 2.7029
C -0.6658 -1.5688 2.0575
H -0.1796 5.7670 3.3892
H 1.2211 5.1138 1.3710
H 1.8559 2.6618 1.2531
H -0.8567 1.5777 4.3476
H -1.1032 3.9968 4.8125
H 0.9458 0.2159 4.4914
H 0.8620 -2.0054 5.6197
H -0.2345 -3.9399 4.4705
H -1.2682 -3.6405 2.2053
H -1.1069 -1.4010 1.0543
*
```